1.
This record from OMol25 describes a 15-piece molecular cluster, C43H74Cl28F6IN3O3S overall. The level of theory is the ωB97M-V functional and the def2-TZVPD basis.

Element x y z (Å)
1 C 7.621 -3.075 -5.071
2 C 7.183 -1.636 -4.769
3 C 6.284 -1.658 -3.523
4 C 5.217 -0.550 -3.434
5 N 3.870 -1.129 -3.262
6 C 3.035 -1.282 -4.455
7 C 3.854 -1.688 -5.608
8 N 4.463 -2.041 -6.500
9 C 2.363 0.086 -4.763
10 C 1.375 0.207 -5.913
11 O 0.199 0.195 -5.772
12 I 2.181 0.567 -7.868
13 C 1.959 -2.416 -4.068
14 C 2.646 -3.369 -3.168
15 N 3.192 -4.114 -2.504
16 C 0.736 -1.846 -3.295
17 C 0.032 -2.850 -2.361
18 C -1.466 -2.552 -2.202
19 F -1.739 -2.077 -0.917
20 S 1.333 -3.391 -5.492
21 O 1.295 -2.562 -6.656
22 O 0.108 -4.023 -5.079
23 C 2.491 -4.841 -5.852
24 F 2.459 -4.955 -7.191
25 F 3.752 -4.607 -5.464
26 C 2.012 -6.208 -5.251
27 F 1.036 -6.718 -5.997
28 F 1.596 -6.099 -3.991
29 F 3.058 -7.053 -5.276
30 H 8.109 -3.467 -4.172
31 H 8.293 -3.163 -5.925
32 H 6.729 -3.686 -5.223
33 H 8.078 -1.029 -4.587
34 H 6.684 -1.199 -5.637
35 H 6.931 -1.630 -2.645
36 H 5.738 -2.606 -3.518
37 H 5.410 0.012 -2.517
38 H 5.308 0.174 -4.254
39 H 3.354 -0.513 -2.644
40 H 1.830 0.442 -3.879
41 H 3.159 0.807 -4.966
42 H 0.026 -1.412 -3.997
43 H 1.158 -1.066 -2.656
44 H 0.456 -2.794 -1.357
45 H 0.120 -3.869 -2.729
46 H -1.819 -1.802 -2.915
47 H -2.059 -3.457 -2.361
48 Cl -0.411 3.269 -1.990
49 C -1.174 3.814 -3.510
50 C -0.717 2.978 -4.676
51 Cl 1.006 3.248 -5.059
52 H -0.937 4.866 -3.651
53 H -2.250 3.711 -3.386
54 H -1.284 3.244 -5.567
55 H -0.849 1.917 -4.483
56 Cl 2.871 2.597 0.001
57 C 2.054 3.672 1.172
58 C 2.084 5.118 0.758
59 Cl 3.730 5.808 0.832
60 H 2.517 3.517 2.141
61 H 1.021 3.329 1.235
62 H 1.465 5.696 1.443
63 H 1.716 5.250 -0.255
64 Cl 1.798 -1.685 2.806
65 C 2.727 -2.762 1.727
66 C 3.897 -2.043 1.103
67 Cl 3.360 -0.786 -0.045
68 H 2.048 -3.147 0.970
69 H 3.086 -3.593 2.332
70 H 4.516 -2.745 0.545
71 H 4.507 -1.553 1.857
72 Cl 5.324 -7.524 -0.997
73 C 4.802 -7.295 -2.688
74 C 5.965 -7.307 -3.647
75 Cl 7.004 -5.873 -3.440
76 H 4.254 -6.357 -2.737
77 H 4.125 -8.114 -2.926
78 H 5.593 -7.284 -4.670
79 H 6.582 -8.192 -3.515
80 Cl -2.456 -0.185 6.016
81 C -2.703 0.085 4.271
82 C -1.417 0.029 3.494
83 Cl -0.362 1.423 3.858
84 H -3.199 1.045 4.157
85 H -3.378 -0.697 3.928
86 H -1.637 0.072 2.429
87 H -0.859 -0.881 3.703
88 Cl -1.285 -4.551 5.738
89 C -1.677 -3.839 7.325
90 C -0.474 -3.764 8.228
91 Cl 0.086 -5.377 8.745
92 H -2.471 -4.434 7.769
93 H -2.051 -2.834 7.134
94 H -0.732 -3.212 9.130
95 H 0.357 -3.267 7.735
96 Cl -5.853 0.019 5.636
97 C -7.187 0.408 4.512
98 C -6.730 0.335 3.075
99 Cl -5.556 1.631 2.694
100 H -7.550 1.403 4.760
101 H -7.981 -0.308 4.707
102 H -7.560 0.466 2.391
103 H -6.252 -0.619 2.861
104 Cl -9.684 -0.879 3.044
105 C -9.771 -2.663 3.160
106 C -9.367 -3.377 1.898
107 Cl -10.567 -3.188 0.595
108 H -10.785 -2.927 3.447
109 H -9.094 -2.941 3.967
110 H -9.308 -4.444 2.107
111 H -8.403 -3.035 1.529
112 Cl 2.266 3.236 4.607
113 C 1.753 4.362 5.892
114 C 0.382 4.927 5.619
115 Cl 0.365 6.031 4.214
116 H 2.507 5.140 5.978
117 H 1.725 3.794 6.820
118 H 0.040 5.504 6.477
119 H -0.336 4.135 5.422
120 Cl 7.995 1.236 -2.330
121 C 9.407 0.981 -1.273
122 C 9.762 -0.479 -1.148
123 Cl 8.525 -1.397 -0.250
124 H 9.179 1.418 -0.304
125 H 10.239 1.524 -1.716
126 H 10.696 -0.580 -0.598
127 H 9.875 -0.943 -2.125
128 Cl -0.524 6.974 -5.820
129 C -0.595 8.503 -4.908
130 C -0.701 8.262 -3.423
131 Cl -2.265 7.533 -2.969
132 H -1.441 9.074 -5.282
133 H 0.322 9.048 -5.121
134 H -0.623 9.209 -2.892
135 H 0.085 7.597 -3.075
136 Cl -2.430 3.536 6.183
137 C -3.477 4.625 5.230
138 C -2.735 5.837 4.731
139 Cl -2.262 6.930 6.060
140 H -4.322 4.890 5.859
141 H -3.844 4.045 4.383
142 H -3.380 6.404 4.062
143 H -1.829 5.562 4.196
144 Cl -6.578 4.886 9.604
145 C -6.578 3.126 9.313
146 C -5.664 2.736 8.181
147 Cl -6.264 3.313 6.605
148 H -7.603 2.823 9.118
149 H -6.237 2.650 10.231
150 H -5.601 1.651 8.111
151 H -4.662 3.138 8.316
152 Cl -9.367 0.135 0.005
153 C -9.486 0.507 -1.733
154 C -8.149 0.428 -2.425
155 Cl -7.043 1.723 -1.896
156 H -9.925 1.496 -1.832
157 H -10.164 -0.226 -2.167
158 H -8.286 0.541 -3.499
159 H -7.660 -0.523 -2.229

Calculated values
LUMO energy: 0.2 eV
HOMO energy: -0.3541 Eh
Kohn-Sham gap: 9.8 eV
total charge: 0

---

2.
This record from OMol25 describes a 4-piece molecular cluster, C43H74N2O9S3 overall. The level of theory is the ωB97M-V functional and the def2-TZVPD basis.

Element x y z (Å)
1 C -6.010 -6.062 0.485
2 C -7.403 -6.413 1.177
3 C -8.562 -5.530 0.556
4 C -8.882 -4.285 1.501
5 C -7.737 -3.185 1.388
6 C -6.939 -3.145 2.754
7 C -5.818 -2.020 2.794
8 C -4.459 -2.701 3.226
9 C -3.356 -1.596 3.402
10 C -1.982 -2.272 3.847
11 C -0.781 -1.885 2.904
12 C -0.576 -0.320 2.717
13 C -0.132 -0.060 1.217
14 C -1.336 -0.233 0.206
15 C -2.026 1.171 -0.021
16 C -1.206 1.953 -1.116
17 C -2.015 3.281 -1.457
18 C -1.066 4.191 -2.338
19 C -1.139 3.639 -3.829
20 C 0.264 3.953 -4.518
21 C 1.086 2.700 -4.903
22 C 2.382 2.514 -4.226
23 N 2.837 3.455 -3.209
24 C 3.274 1.394 -4.518
25 C 2.829 0.437 -5.498
26 C 1.530 0.602 -6.143
27 C 0.635 1.709 -5.895
28 C -0.730 1.900 -6.590
29 C -0.452 2.091 -8.206
30 C -1.426 3.236 -8.914
31 O 0.139 3.342 -8.587
32 C 1.321 -0.594 -7.101
33 O 0.426 -0.895 -7.836
34 N 2.513 -1.409 -6.902
35 C 3.526 -0.832 -6.046
36 O 4.632 -1.242 -5.870
37 H -5.291 -6.902 0.689
38 H -5.590 -5.149 0.975
39 H -6.165 -5.906 -0.608
40 H -7.309 -6.276 2.290
41 H -7.580 -7.509 0.999
42 H -9.514 -6.113 0.458
43 H -8.193 -5.139 -0.429
44 H -8.857 -4.676 2.551
45 H -9.892 -3.847 1.297
46 H -7.004 -3.464 0.582
47 H -8.164 -2.183 1.116
48 H -6.415 -4.127 2.883
49 H -7.690 -3.025 3.577
50 H -6.087 -1.272 3.587
51 H -5.672 -1.528 1.802
52 H -4.183 -3.461 2.441
53 H -4.610 -3.238 4.195
54 H -3.229 -0.997 2.467
55 H -3.622 -0.868 4.216
56 H -1.701 -1.997 4.896
57 H -2.121 -3.384 3.744
58 H 0.199 -2.288 3.274
59 H -0.987 -2.322 1.894
60 H -1.496 0.273 2.961
61 H 0.298 -0.017 3.355
62 H 0.726 -0.711 0.904
63 H 0.227 1.001 1.153
64 H -0.915 -0.608 -0.763
65 H -2.108 -0.932 0.618
66 H -3.065 1.044 -0.414
67 H -2.010 1.798 0.907
68 H -0.170 2.207 -0.750
69 H -1.061 1.375 -2.066
70 H -2.302 3.780 -0.492
71 H -2.926 3.002 -2.042
72 H -1.341 5.275 -2.313
73 H -0.022 4.114 -1.930
74 H -1.899 4.263 -4.366
75 H -1.348 2.546 -3.863
76 H 0.066 4.555 -5.451
77 H 0.846 4.632 -3.849
78 H 3.797 3.211 -2.934
79 H 2.288 3.190 -2.377
80 H 4.257 1.268 -4.012
81 H -1.159 2.894 -6.342
82 H -1.435 1.044 -6.499
83 H -0.213 1.152 -8.817
84 H -1.665 2.420 -9.708
85 H -1.187 3.977 -9.713
86 H 2.195 -2.254 -6.415
87 C 3.367 -1.487 6.410
88 C 3.638 -2.990 6.527
89 C 2.343 -3.655 7.002
90 S 1.004 -2.613 6.418
91 O 0.336 -2.040 7.561
92 O 0.284 -3.302 5.374
93 C 2.038 -1.360 5.677
94 H 4.167 -0.971 5.878
95 H 3.287 -1.047 7.409
96 H 3.917 -3.387 5.547
97 H 4.462 -3.201 7.211
98 H 2.227 -4.656 6.589
99 H 2.288 -3.694 8.090
100 H 1.577 -0.386 5.792
101 H 2.148 -1.602 4.618
102 C 1.358 5.165 6.155
103 C 2.157 4.658 7.360
104 C 1.771 3.192 7.582
105 S 1.288 2.552 5.979
106 O -0.114 2.226 6.017
107 O 2.283 1.608 5.522
108 C 1.491 4.086 5.086
109 H 1.728 6.127 5.800
110 H 0.308 5.288 6.434
111 H 3.227 4.728 7.142
112 H 1.965 5.255 8.252
113 H 2.607 2.608 7.965
114 H 0.917 3.100 8.252
115 H 0.738 4.161 4.303
116 H 2.490 4.087 4.648
117 C 9.458 -0.013 -5.482
118 C 8.422 0.268 -6.574
119 C 7.170 0.819 -5.887
120 S 7.732 1.627 -4.391
121 O 7.215 0.903 -3.253
122 O 7.569 3.055 -4.527
123 C 9.461 1.220 -4.585
124 H 10.447 -0.206 -5.900
125 H 9.158 -0.893 -4.906
126 H 8.820 1.014 -7.269
127 H 8.192 -0.627 -7.153
128 H 6.652 1.544 -6.514
129 H 6.487 0.019 -5.601
130 H 9.912 1.042 -3.610
131 H 9.948 2.063 -5.077

Calculated values
LUMO energy: -0.5 eV
HOMO energy: -0.3119 Eh
Kohn-Sham gap: 8.0 eV
structure (SMILES): CCCCCCCCCCCCCCCCCCCCc1c(N)cc2c(c1C[C@H]1CO1)C(=O)NC2=O.O=S1(=O)CCCC1.O=S1(=O)CCCC1.O=S1(=O)CCCC1
total charge: 0

---

3.
This record from OMol25 describes a 12-piece molecular cluster, C43H75F21O29S5 overall. The level of theory is the ωB97M-V functional and the def2-TZVPD basis.

Element x y z (Å)
1 O 13.668 44.453 -17.980
2 S 14.150 45.732 -17.459
3 O 14.405 46.807 -18.462
4 O 13.042 46.264 -16.421
5 C 12.660 45.521 -15.208
6 C 11.282 45.722 -14.750
7 C 15.589 45.524 -16.257
8 H 13.275 45.695 -14.325
9 H 12.795 44.447 -15.333
10 H 10.572 45.613 -15.570
11 H 11.137 46.731 -14.365
12 H 11.080 45.090 -13.885
13 H 15.813 46.525 -15.890
14 H 16.416 45.148 -16.860
15 H 15.345 44.880 -15.413
16 O 25.453 35.994 -27.246
17 S 24.433 35.333 -26.404
18 O 23.569 34.353 -26.998
19 O 25.279 34.628 -25.127
20 C 24.772 33.370 -24.513
21 C 23.496 33.442 -23.740
22 C 23.433 36.557 -25.405
23 H 25.601 33.000 -23.909
24 H 24.640 32.657 -25.327
25 H 23.547 34.334 -23.115
26 H 23.364 32.547 -23.132
27 H 22.682 33.444 -24.465
28 H 23.429 36.251 -24.359
29 H 22.484 36.467 -25.934
30 H 23.987 37.486 -25.535
31 O 17.033 37.955 -24.087
32 S 16.327 38.683 -25.122
33 O 16.652 40.118 -25.455
34 O 16.292 37.801 -26.546
35 C 16.490 36.360 -26.405
36 C 16.634 35.626 -27.780
37 C 14.475 38.604 -24.848
38 H 15.526 36.080 -25.980
39 H 17.346 36.113 -25.775
40 H 15.654 35.587 -28.254
41 H 16.695 34.542 -27.679
42 H 17.315 36.069 -28.506
43 H 14.089 37.585 -24.865
44 H 13.935 39.173 -25.606
45 H 14.371 39.190 -23.935
46 O 13.830 28.011 -27.334
47 S 13.901 26.565 -27.130
48 O 14.313 25.941 -25.862
49 O 12.511 25.913 -27.520
50 C 11.426 26.556 -26.881
51 C 10.293 25.634 -27.316
52 C 14.840 25.804 -28.546
53 H 11.263 27.501 -27.398
54 H 11.619 26.773 -25.830
55 H 9.327 26.103 -27.126
56 H 10.125 24.738 -26.718
57 H 10.169 25.285 -28.341
58 H 14.174 25.855 -29.408
59 H 15.090 24.749 -28.438
60 H 15.726 26.437 -28.596
61 O 22.862 39.550 -37.396
62 S 22.231 39.973 -36.141
63 O 22.752 41.200 -35.462
64 O 20.657 40.197 -36.568
65 C 20.350 40.768 -37.773
66 C 18.950 41.413 -37.789
67 C 22.022 38.591 -34.959
68 H 20.549 39.984 -38.504
69 H 21.026 41.610 -37.918
70 H 18.550 41.597 -38.787
71 H 18.879 42.386 -37.305
72 H 18.283 40.750 -37.238
73 H 21.320 37.827 -35.294
74 H 21.784 39.125 -34.039
75 H 23.008 38.143 -34.836
76 C 9.291 29.776 -34.117
77 C 10.003 29.968 -32.815
78 O 9.929 31.306 -32.395
79 C 8.879 32.141 -31.897
80 O 7.674 31.820 -31.827
81 C 9.290 33.596 -31.604
82 F 10.393 33.947 -32.291
83 F 8.299 34.311 -32.101
84 F 9.428 33.809 -30.304
85 H 9.576 30.512 -34.869
86 H 8.210 29.887 -34.201
87 H 9.579 28.860 -34.632
88 H 11.059 29.921 -33.078
89 H 9.715 29.266 -32.033
90 C 16.506 31.063 -41.890
91 C 16.142 31.035 -40.426
92 O 16.274 32.338 -39.895
93 C 15.506 32.814 -38.808
94 O 14.532 32.212 -38.292
95 C 15.970 34.167 -38.200
96 F 15.934 34.061 -36.801
97 F 17.245 34.331 -38.591
98 F 15.208 35.121 -38.651
99 H 16.095 31.988 -42.295
100 H 16.099 30.286 -42.536
101 H 17.594 31.026 -41.949
102 H 16.847 30.337 -39.974
103 H 15.087 30.781 -40.324
104 C 23.924 41.147 -19.685
105 C 23.892 40.325 -18.409
106 O 22.977 39.274 -18.430
107 C 21.833 39.342 -17.714
108 O 21.527 40.392 -17.188
109 C 20.844 38.128 -17.701
110 F 21.312 37.148 -18.582
111 F 20.786 37.778 -16.444
112 F 19.624 38.505 -17.968
113 H 24.461 42.095 -19.636
114 H 22.901 41.313 -20.021
115 H 24.441 40.640 -20.499
116 H 23.808 41.020 -17.573
117 H 24.933 40.033 -18.270
118 C 23.365 47.156 -30.647
119 C 23.049 46.037 -29.642
120 O 22.601 46.665 -28.507
121 C 22.983 46.350 -27.251
122 O 23.805 45.516 -27.043
123 C 22.156 47.030 -26.207
124 F 20.913 46.534 -26.141
125 F 22.783 46.806 -25.068
126 F 22.029 48.310 -26.592
127 H 24.301 47.664 -30.412
128 H 22.568 47.891 -30.762
129 H 23.522 46.774 -31.656
130 H 23.877 45.357 -29.440
131 H 22.208 45.464 -30.032
132 C 7.614 46.387 -21.285
133 C 7.729 44.902 -21.497
134 O 7.002 44.341 -22.604
135 C 6.988 43.020 -22.841
136 O 7.570 42.094 -22.209
137 C 5.760 42.596 -23.727
138 F 5.150 41.499 -23.221
139 F 4.764 43.510 -23.716
140 F 6.139 42.299 -24.954
141 H 6.614 46.806 -21.167
142 H 8.154 46.899 -22.081
143 H 8.187 46.687 -20.408
144 H 7.384 44.532 -20.532
145 H 8.793 44.768 -21.694
146 C 7.862 33.046 -22.591
147 C 6.384 33.069 -23.006
148 O 5.815 31.811 -22.720
149 C 4.459 31.701 -22.584
150 O 3.748 32.683 -22.625
151 C 3.911 30.226 -22.455
152 F 2.700 30.042 -22.906
153 F 4.740 29.371 -22.980
154 F 3.895 30.104 -21.112
155 H 8.190 33.962 -22.099
156 H 8.360 32.862 -23.543
157 H 8.060 32.169 -21.976
158 H 6.250 33.250 -24.073
159 H 5.931 33.909 -22.479
160 C 13.189 49.602 -27.076
161 C 12.620 48.226 -27.068
162 O 11.412 48.132 -27.850
163 C 10.604 47.083 -27.905
164 O 10.937 45.915 -27.485
165 C 9.275 47.208 -28.514
166 F 8.415 47.368 -27.574
167 F 9.342 48.236 -29.386
168 F 8.927 46.125 -29.227
169 H 12.387 50.209 -26.656
170 H 13.596 49.949 -28.026
171 H 14.011 49.724 -26.371
172 H 12.297 47.879 -26.087
173 H 13.348 47.438 -27.260

Calculated values
LUMO energy: 0.2 eV
HOMO energy: -0.3932 Eh
energy relative to the best compared isomer or geometry (same formula, charge and spin): 117.18 kcal per mole
Kohn-Sham gap: 10.9 eV
structure (SMILES): CCOC(=O)C(F)(F)F.CCOC(=O)C(F)(F)F.CCOC(=O)C(F)(F)F.CCOC(=O)C(F)(F)F.CCOC(=O)C(F)(F)F.CCOC(=O)C(F)(F)F.CCOC(=O)C(F)(F)F.CCOS(C)(=O)=O.CCOS(C)(=O)=O.CCOS(C)(=O)=O.CCOS(C)(=O)=O.CCOS(C)(=O)=O
total charge: 0

---

Question: total charge of number 2 (C43H74N2O9S3)?
Answer: 0

---

Question: Which of these has the lowest LUMO energy?
Answer: C43H74N2O9S3